Below is 2 unconnected molecules or ions with the total composition C3H11O, with properties calculated with ωB97M-V with the def2-TZVPD basis set.

**Total charge**: +1
**DFT total energy**: -195.8061 a.u.
**LUMO**: -4.7 eV

```
15
Properties=species:S:1:pos:R:3:forces:R:3:mulliken_charge:R:1
O 2.195 0.665 -1.780 2.24 1.24 -0.24 -0.353
H 1.425 0.546 -1.161 -1.01 -0.58 -0.06 0.441
H 2.827 1.370 -1.534 -0.28 -0.10 0.25 0.397
H 2.427 0.347 -2.670 -0.93 -0.58 0.04 0.414
C -0.034 -0.012 -0.122 0.53 -0.16 0.27 -1.002
C -1.234 0.218 0.795 -1.04 -0.31 -0.48 -0.408
C -1.586 -0.997 1.633 0.80 -0.45 0.99 -1.220
H 0.922 0.105 0.426 -0.18 0.28 0.05 0.300
H -0.140 0.671 -0.983 0.07 -0.07 0.03 0.395
H 0.007 -1.049 -0.464 -0.30 0.10 -0.24 0.425
H -2.091 0.401 0.143 0.00 0.05 -0.07 0.261
H -1.188 1.117 1.403 0.53 0.04 0.08 0.337
H -2.275 -0.749 2.430 -0.47 0.18 -0.08 0.355
H -1.982 -1.850 1.084 -0.06 0.22 -0.26 0.333
H -0.725 -1.383 2.199 0.09 0.13 -0.29 0.324
```
Positions in Å, forces in eV/Å.